{"formula": "C19H39O3P3RuS", "method": "the ωB97M-V functional and the def2-TZVPD basis", "mol_weight_g_mol": 541.58, "total_charge": 4, "energy_ev": -67717.136, "relative_energy_ev": 0.702, "lumo_ev": [-11.116, -14.911], "spin_multiplicity": 5, "species": ["P", "C", "H", "H", "H", "C", "H", "H", "H", "C", "H", "H", "H", "P", "C", "H", "H", "H", "C", "H", "H", "H", "C", "H", "H", "H", "P", "C", "H", "H", "H", "C", "H", "H", "H", "C", "H", "H", "H", "Ru", "C", "O", "C", "O", "C", "C", "C", "C", "C", "C", "H", "H", "H", "H", "H", "H", "C", "S", "C", "O", "H", "H", "H", "H", "H", "H"], "coordinates": [[-3.489713, -1.506483, 1.437593], [-2.955880, -3.089934, 2.194648], [-3.773227, -3.514921, 2.788767], [-2.094029, -2.873583, 2.838826], [-2.646790, -3.786578, 1.405699], [-4.891768, -1.054981, 2.522655], [-5.508174, -0.309521, 2.004817], [-4.464227, -0.603833, 3.428085], [-5.472075, -1.948452, 2.773913], [-4.376090, -2.159736, -0.034189], [-5.207081, -2.809697, 0.268264], [-3.663578, -2.720356, -0.655018], [-4.759933, -1.315069, -0.621464], [1.609728, -0.477940, -4.213025], [2.593211, -1.983561, -3.936448], [3.070269, -2.337725, -4.858739], [1.915351, -2.758250, -3.545209], [3.356276, -1.764772, -3.174399], [0.538093, -0.793097, -5.652573], [-0.030038, 0.119843, -5.882115], [-0.171438, -1.588475, -5.380784], [1.117782, -1.100758, -6.530861], [2.771035, 0.826409, -4.734615], [3.214138, 0.614674, -5.714977], [3.564561, 0.906091, -3.977808], [2.225460, 1.780627, -4.773307], [2.101477, 2.394472, 2.344229], [3.269137, 2.154024, 3.734710], [3.477252, 3.123091, 4.207475], [4.193927, 1.730907, 3.314243], [2.845341, 1.441886, 4.456691], [2.505946, 4.115608, 1.846968], [3.108563, 4.602767, 2.623050], [1.585780, 4.682045, 1.654591], [3.089536, 4.055900, 0.916731], [0.540680, 2.690110, 3.274891], [0.768685, 2.882625, 4.331411], [-0.092546, 1.796450, 3.195956], [0.012678, 3.548124, 2.840481], [-0.221561, 0.601230, -1.705390], [-0.542452, -1.324224, -1.876763], [-0.723591, -2.471866, -1.935463], [1.506179, -0.003469, -0.985157], [2.506389, -0.409959, -0.550475], [0.128048, 2.596504, -2.136823], [-0.371596, 2.468722, -0.838621], [-1.545793, 1.747175, -0.609200], [-2.210799, 1.133666, -1.674743], [-1.717786, 1.267111, -2.973639], [-0.552101, 2.005562, -3.206834], [1.064707, 3.115426, -2.308946], [0.156379, 2.905049, 0.002563], [-1.917254, 1.620710, 0.402458], [-3.093132, 0.536661, -1.472282], [-2.211057, 0.758641, -3.795464], [-0.134792, 2.058788, -4.207728], [1.664589, -2.624597, 2.188133], [1.083631, -1.183522, 3.094960], [0.588596, -1.981264, 4.631834], [-0.173317, -0.719067, 2.404949], [0.969183, -3.452874, 2.365239], [2.668185, -2.870918, 2.548335], [1.701142, -2.357366, 1.127865], [1.448265, -1.951546, 5.309800], [-0.246944, -1.413715, 5.053447], [0.298562, -3.018790, 4.428785]], "forces_ev_per_angstrom": [[-2.8, -3.2, 0.8], [1.5, 0.5, -0.1], [0.0, 0.3, -0.2], [-0.2, -0.3, 0.0], [0.0, 0.2, 0.2], [0.8, 1.7, 0.0], [0.0, -0.2, 0.3], [-0.4, -0.1, 0.0], [0.2, 0.0, -0.2], [1.0, 1.1, -1.0], [0.2, 0.2, 0.3], [-0.3, 0.0, 0.1], [-0.2, -0.3, 0.0], [1.6, -0.6, -2.8], [-0.5, 0.0, 1.1], [-0.2, 0.2, 0.0], [0.4, 0.0, -0.2], [-0.1, -0.2, -0.3], [-0.9, 0.2, 0.8], [0.2, -0.3, -0.1], [0.1, 0.1, -0.3], [0.2, 0.1, 0.2], [-0.3, 0.5, 1.0], [-0.2, -0.2, 0.1], [-0.1, 0.1, -0.3], [0.3, -0.2, -0.2], [-0.1, 2.8, 3.4], [0.6, -1.5, -0.7], [-0.2, -0.1, -0.3], [0.0, 0.2, 0.5], [0.2, 0.2, -0.3], [0.1, -0.4, -1.7], [-0.1, -0.3, -0.1], [0.3, -0.2, 0.0], [0.0, 0.5, 0.3], [-0.7, -0.8, -0.9], [0.2, -0.1, -0.3], [-0.1, 0.2, 0.3], [0.1, -0.3, 0.1], [3.6, -7.0, 2.4], [-1.2, -4.6, -0.7], [0.7, 4.1, 0.3], [4.4, -0.7, 1.6], [-3.6, 1.3, -1.5], [0.6, 2.0, -0.6], [-0.2, 1.9, 0.9], [-1.4, 1.1, 1.3], [-2.1, 0.7, 0.2], [-1.4, 0.6, -1.6], [0.0, 1.1, -1.8], [-0.1, -0.1, 0.0], [0.0, -0.1, -0.2], [0.1, -0.1, -0.1], [0.1, 0.0, -0.1], [0.1, 0.0, 0.1], [-0.2, 0.1, 0.1], [-0.1, -0.1, 0.2], [0.1, 0.1, 0.1], [0.2, -0.2, -0.1], [-0.5, 0.1, -0.4], [0.2, 0.1, -0.2], [-0.1, -0.1, -0.1], [0.0, 0.0, 0.3], [-0.2, -0.1, 0.0], [0.2, 0.0, -0.1], [0.0, 0.2, 0.2]]}

{"formula": "C19H3F4IrN5O5", "method": "the ωB97M-V functional and the def2-TZVPD basis", "mol_weight_g_mol": 649.47, "total_charge": 1, "energy_ev": -51126.930, "lumo_ev": [-6.874, -6.878], "species": ["Ir", "O", "C", "C", "C", "N", "C", "C", "C", "O", "O", "C", "O", "O", "H", "H", "H", "F", "C", "C", "F", "C", "C", "C", "F", "C", "C", "C", "N", "C", "N", "F", "C", "C", "N", "C", "N"], "coordinates": [[-0.307609, 0.461281, 0.368354], [5.550871, -0.502578, -1.148264], [4.405489, -0.754238, -1.596927], [3.280354, 0.166545, -1.957816], [2.157643, 0.478837, -1.007555], [1.614877, -0.137040, -0.009411], [1.750913, -1.380554, 0.656206], [2.443749, -2.475353, 0.289130], [0.825235, -1.569572, 1.864624], [1.014463, -2.479687, 2.617542], [-0.154874, -0.695754, 1.935166], [1.097006, 1.330718, -1.751791], [1.617875, 2.434416, -2.475491], [0.231518, 1.870463, -0.840408], [6.107983, -1.296476, -1.007803], [3.561538, 1.037444, -2.550450], [2.384693, -3.351210, 0.926029], [-1.698148, -3.285790, -2.881659], [-1.041056, -2.142964, -2.896731], [0.347739, -2.165675, -3.000421], [0.983931, -3.325113, -3.177256], [1.085669, -1.021191, -2.777664], [0.434728, 0.210999, -2.598704], [-0.942826, 0.226293, -2.719341], [-1.582281, 1.380750, -2.614344], [-1.709628, -0.943427, -2.693037], [-3.029977, -0.859186, -2.001979], [-2.824375, -0.245846, -0.801517], [-2.233334, 0.278567, 0.079574], [-4.238669, -1.433921, -2.449031], [-5.225021, -1.899657, -2.816438], [1.986230, 1.950113, -3.756843], [2.590988, -1.079306, -2.743976], [3.495721, -1.877793, -1.771497], [3.456990, -2.411606, -0.624024], [3.185227, -1.183318, -4.079094], [3.700412, -1.230573, -5.102977]], "forces_ev_per_angstrom": [[-0.9, 0.4, -0.4], [0.0, 0.0, 0.0], [0.0, 0.0, 0.0], [0.0, 0.0, 0.0], [0.0, 0.0, 0.0], [0.0, -0.1, 0.0], [0.0, 0.0, 0.0], [0.0, 0.0, 0.0], [0.1, -0.1, 0.0], [0.0, 0.0, 0.0], [0.1, 0.2, -0.1], [0.1, -0.1, -0.2], [0.0, 0.0, 0.0], [0.0, -0.2, 0.5], [0.0, 0.0, 0.0], [0.0, 0.0, 0.0], [0.0, 0.0, 0.0], [0.0, 0.0, 0.0], [0.0, 0.0, 0.0], [0.0, 0.0, 0.0], [0.0, 0.0, 0.0], [0.0, -0.1, 0.0], [0.0, 0.1, 0.0], [0.0, 0.0, -0.1], [0.0, 0.0, 0.0], [0.0, 0.0, 0.1], [0.1, 0.3, 0.6], [-0.3, -0.7, -1.0], [0.9, 0.3, 0.6], [-0.3, 0.0, -0.1], [0.1, 0.0, 0.0], [0.0, 0.0, 0.0], [0.0, 0.0, 0.0], [0.0, 0.0, -0.1], [-0.1, 0.0, 0.1], [0.0, 0.0, 0.0], [0.0, 0.0, 0.0]]}

{"formula": "C19H40BINO10P2", "method": "the ωB97M-V functional and the def2-TZVPD basis", "mol_weight_g_mol": 642.19, "total_charge": 1, "energy_ev": -69672.044, "lumo_ev": -4.176, "species": ["C", "C", "O", "B", "O", "C", "C", "C", "N", "C", "C", "I", "H", "H", "H", "H", "H", "H", "H", "H", "H", "H", "O", "P", "O", "C", "C", "O", "C", "C", "O", "C", "C", "H", "H", "H", "H", "H", "H", "H", "H", "H", "H", "H", "H", "H", "H", "H", "O", "P", "O", "C", "C", "O", "C", "C", "O", "C", "C", "H", "H", "H", "H", "H", "H", "H", "H", "H", "H", "H", "H", "H", "H", "H"], "coordinates": [[-1.055128, -0.625917, 1.747457], [-1.646975, 0.255778, 2.824832], [-1.631934, 1.646036, 2.474340], [-2.432736, 2.017935, 1.436515], [-2.024585, 2.970780, 0.568894], [-3.888613, 1.409503, 1.173094], [-4.099865, 0.548611, 0.087238], [-5.341588, 0.006629, -0.109209], [-6.334030, 0.338710, 0.724287], [-6.183485, 1.163549, 1.767471], [-4.950099, 1.712427, 2.037701], [-4.717705, 2.956856, 3.686201], [-1.658127, -0.667325, 0.837527], [-0.045284, -0.280779, 1.521350], [-1.016681, -1.645222, 2.136759], [-1.029983, 0.157924, 3.718959], [-2.637270, -0.116594, 3.114630], [-1.124846, 3.259601, 0.773828], [-3.268084, 0.337701, -0.571603], [-5.510134, -0.681898, -0.925747], [-7.243188, -0.072925, 0.551191], [-7.039871, 1.391265, 2.386584], [-2.952681, -1.594602, -3.196328], [-1.986608, -2.442264, -3.930859], [-1.573286, -3.679962, -3.005576], [-2.565791, -4.639558, -2.615070], [-2.791456, -5.682489, -3.692177], [-0.605150, -1.574017, -3.865085], [-0.647229, -0.152603, -3.742448], [-0.242611, 0.246933, -2.344191], [-1.637439, -3.101398, -5.335543], [-1.515675, -2.248819, -6.503769], [-0.097688, -2.326321, -7.014028], [-3.500227, -4.130341, -2.361972], [-2.192062, -5.114488, -1.708971], [-3.242520, -5.237108, -4.580547], [-3.453772, -6.469206, -3.330179], [-1.844751, -6.126506, -3.997290], [-1.637764, 0.235112, -3.981983], [0.051004, 0.259888, -4.474471], [-0.905675, -0.226627, -1.616868], [-0.283317, 1.329757, -2.211410], [0.768823, -0.093709, -2.121966], [-1.794057, -1.218807, -6.269864], [-2.212883, -2.617707, -7.254984], [0.601434, -1.931933, -6.277788], [0.007366, -1.757683, -7.937820], [0.181971, -3.362980, -7.201553], [2.964429, 0.677457, 1.902170], [3.672856, 1.528522, 2.878351], [2.847708, 2.892482, 3.068001], [1.523434, 2.820174, 3.598990], [1.523244, 2.752392, 5.114782], [4.948853, 2.091055, 2.039235], [5.495223, 1.354710, 0.939818], [5.157680, 2.037080, -0.367033], [4.437113, 1.554109, 4.276718], [5.588986, 0.692267, 4.459260], [6.808251, 1.553448, 4.680827], [0.999516, 1.962649, 3.167166], [1.005965, 3.722396, 3.271490], [1.963876, 1.817083, 5.464559], [0.504857, 2.817138, 5.501185], [2.115635, 3.565033, 5.533578], [5.142109, 0.323438, 0.942182], [6.578701, 1.331744, 1.080157], [4.077426, 2.121177, -0.488982], [5.564564, 1.480999, -1.212649], [5.566199, 3.048001, -0.382877], [5.725726, 0.031088, 3.600715], [5.398803, 0.067546, 5.331458], [7.019616, 2.158801, 3.800426], [7.678761, 0.934890, 4.898941], [6.642724, 2.239116, 5.511975]], "forces_ev_per_angstrom": [[0.0, 0.0, 0.2], [0.3, -0.5, 0.7], [-0.5, -0.5, -0.5], [0.4, 0.4, 0.1], [-0.2, 0.0, 0.1], [0.4, 0.0, 0.2], [0.2, 0.6, 0.6], [0.6, -0.1, -0.4], [-0.4, -0.3, -0.2], [0.0, 0.4, 0.4], [0.1, -0.2, -0.4], [-0.1, -0.1, -0.1], [0.0, 0.2, 0.0], [0.0, -0.2, -0.2], [0.2, 0.0, -0.1], [0.0, 0.2, 0.0], [-0.2, 0.4, -0.1], [0.0, 0.1, -0.1], [-0.2, -0.2, -0.2], [-0.4, 0.0, 0.1], [-0.1, 0.1, 0.1], [-0.2, -0.2, -0.2], [-1.8, -0.6, -1.8], [4.7, 0.6, 2.7], [-0.5, 0.0, -0.4], [-0.2, -0.3, 0.1], [0.0, 0.1, -0.2], [-0.4, -0.1, -0.4], [0.1, 0.2, 0.2], [0.0, 0.0, 0.2], [-2.2, 0.3, -0.3], [0.1, 0.0, -0.4], [0.2, -0.1, 0.2], [0.1, 0.1, 0.0], [0.1, 0.1, 0.0], [0.0, 0.0, 0.0], [0.0, 0.0, 0.0], [0.0, 0.0, 0.1], [0.0, -0.1, 0.0], [0.0, -0.1, 0.0], [-0.1, 0.0, 0.0], [0.0, 0.0, 0.0], [0.0, 0.0, 0.0], [0.0, 0.0, 0.1], [-0.1, -0.1, 0.1], [0.0, 0.1, 0.0], [-0.1, 0.0, 0.0], [-0.1, 0.0, -0.1], [-0.4, -1.7, 2.0], [1.9, 4.2, -3.0], [0.0, -0.5, 0.4], [-0.3, 0.0, 0.2], [0.1, -0.1, 0.0], [-0.1, -0.4, 0.4], [0.1, 0.1, -0.3], [-0.1, 0.1, 0.0], [-1.2, -1.8, 0.3], [0.3, -0.1, 0.2], [0.0, 0.2, -0.1], [0.0, 0.0, 0.0], [0.1, 0.0, -0.1], [0.0, 0.0, 0.0], [0.0, 0.0, 0.0], [-0.1, 0.1, 0.0], [-0.1, 0.0, 0.0], [0.0, 0.1, 0.1], [0.0, -0.1, 0.0], [0.0, 0.0, 0.0], [0.1, 0.0, 0.0], [-0.1, 0.1, -0.1], [-0.1, 0.0, 0.0], [0.0, -0.1, 0.0], [0.0, 0.0, 0.0], [0.0, -0.1, 0.1]]}